{"formula": "C20H24ClDyNOP2", "method": "ωB97M-V with the def2-TZVPD basis set", "charge": 1, "homo_lumo_gap_ev": [5.70, 5.72], "e_homo_ha": [-0.3817, -0.3828], "energy_ha": -2934.31672, "s_squared": 9.345, "spin_multiplicity": 6, "lumo_ev": [-4.69, -4.69], "species": ["C", "C", "C", "C", "C", "C", "C", "C", "C", "C", "C", "C", "C", "H", "H", "H", "H", "H", "H", "H", "N", "Dy", "C", "H", "H", "C", "H", "H", "P", "P", "C", "H", "H", "H", "C", "H", "H", "H", "C", "H", "H", "H", "C", "H", "H", "H", "C", "O", "H", "Cl"], "positions_angstrom": [[-1.51878, 3.38290, -1.61152], [-1.32985, 2.06916, -1.18426], [-0.01285, 1.52300, -1.13610], [1.09387, 2.30975, -1.59871], [0.85345, 3.66829, -1.96871], [-0.43481, 4.18667, -1.97953], [2.36177, 1.70101, -1.60268], [2.47957, 0.30624, -1.59770], [1.34244, -0.44185, -1.15754], [1.41543, -1.86675, -1.11565], [2.63035, -2.48740, -1.41020], [3.76472, -1.75043, -1.76925], [3.69708, -0.37567, -1.85529], [-2.53548, 3.78494, -1.65142], [1.69905, 4.27617, -2.29981], [-0.62003, 5.22364, -2.26409], [3.24681, 2.31466, -1.77236], [2.69542, -3.57901, -1.36562], [4.70182, -2.26778, -1.97336], [4.56199, 0.22185, -2.13799], [0.28860, 0.27540, -0.57640], [0.44115, 0.18092, 1.75450], [-2.53408, 1.28662, -0.68244], [-2.60856, 0.30376, -1.17486], [-3.47420, 1.82092, -0.89887], [0.24024, -2.72301, -0.66145], [-0.68484, -2.41227, -1.16220], [0.42270, -3.78762, -0.87192], [-2.38968, 1.03360, 1.13289], [-0.03081, -2.50858, 1.15870], [1.31694, -3.54033, 1.83035], [1.22267, -3.52210, 2.92649], [1.24484, -4.57508, 1.46195], [2.28959, -3.11194, 1.55209], [-1.52657, -3.48973, 1.49910], [-1.38680, -4.56167, 1.30358], [-1.76091, -3.34675, 2.56255], [-2.37469, -3.11789, 0.90871], [-2.74307, 2.72691, 1.69953], [-3.72988, 3.07380, 1.37577], [-2.71725, 2.74346, 2.79347], [-1.99082, 3.42753, 1.33031], [-4.00674, 0.24246, 1.50461], [-4.02260, 0.03943, 2.58342], [-4.87819, 0.87285, 1.26990], [-4.13203, -0.71523, 0.98159], [2.90459, 0.60755, 1.24900], [3.04511, -0.39447, 1.97223], [3.75766, 0.91245, 0.51554], [-0.27434, 0.05962, 4.11362]], "forces_ev_per_angstrom": [[0.07, -1.05, 0.32], [-0.68, 0.35, 0.52], [1.07, -0.69, 0.62], [-0.27, 0.22, 0.27], [-0.39, 0.32, -0.20], [1.21, 0.12, -0.11], [-0.24, 0.15, -1.04], [-0.16, -0.06, 0.27], [-0.34, 1.04, 1.08], [0.28, -0.60, 0.50], [-1.01, 0.25, 0.09], [0.57, 0.82, -0.13], [0.21, -0.36, -0.20], [0.37, -0.16, -0.01], [-0.29, -0.15, 0.15], [0.19, -0.34, -0.01], [-0.14, -0.11, 0.01], [-0.08, 0.39, -0.04], [-0.25, 0.17, 0.04], [-0.10, -0.22, 0.01], [-1.12, -0.67, -3.07], [1.65, 0.43, 0.61], [0.29, -0.17, -0.49], [0.15, 0.21, 0.17], [0.39, -0.09, 0.05], [0.01, 0.47, 0.03], [0.15, -0.06, 0.00], [-0.05, 0.35, -0.01], [-0.78, 0.25, -0.38], [0.39, -1.05, -0.62], [-0.02, 0.01, 0.27], [0.19, -0.12, -0.30], [-0.01, 0.31, 0.14], [-0.25, -0.08, 0.14], [-0.27, 0.16, 0.29], [0.07, 0.33, -0.02], [-0.06, -0.14, -0.23], [0.22, -0.08, 0.15], [0.07, 0.27, 0.41], [0.12, -0.14, -0.04], [0.02, 0.06, -0.11], [0.01, -0.06, 0.05], [0.00, -0.43, 0.43], [-0.09, -0.03, -0.20], [0.48, 0.00, -0.06], [0.17, 0.22, 0.12], [-0.76, -0.21, -0.21], [-0.52, 0.56, -0.82], [-0.34, -0.45, 1.40], [-0.12, 0.05, 0.14]]}